No. 1
{"formula": "C3H4ClFS", "method": "ωB97M-V with the def2-TZVPD basis set", "total_energy_ev": -29249.635, "smiles": "FCC(=S)CCl", "fmax_ha_per_bohr": 0.071, "lumo_ev": -1.128, "charge": 0, "spin_multiplicity": 1, "homo_energy_ev": -9.30, "species": ["F", "C", "C", "S", "C", "Cl", "H", "H", "H", "H"], "coordinates": [[-0.4530, 1.8389, 0.1877], [-0.8574, 0.8683, -0.6302], [-0.3478, -0.5200, -0.0653], [-1.1962, -1.9734, -0.1295], [0.9490, -0.5187, 0.6180], [2.4448, -0.6721, -0.3453], [-0.3681, 1.1015, -1.5253], [-1.9773, 0.7919, -0.6466], [0.9361, 0.3996, 1.1785], [0.8699, -1.3158, 1.3580]], "forces_ev_per_a": [[0.31, 1.67, 1.78], [-1.37, -3.23, 1.07], [-1.96, -1.61, -1.67], [0.91, 2.64, -0.20], [0.02, -0.15, 1.46], [-0.58, 0.14, 0.02], [0.21, -0.25, -1.98], [1.03, 0.34, -0.39], [0.76, 0.58, 0.19], [0.66, -0.12, -0.28]], "mulliken_charge": [-0.2817, -0.2064, 0.0821, -0.1673, -0.4279, -0.1625, 0.2492, 0.2708, 0.2870, 0.3568]}

=====

No. 2
{"formula": "C6H15N2", "method": "ωB97M-V with the def2-TZVPD basis set", "total_energy_ev": -9437.112, "fmax_ha_per_bohr": 0.022, "lumo_ev": -5.484, "charge": 1, "spin_multiplicity": 1, "homo_energy_ev": -12.83, "species": ["C", "C", "C", "N", "H", "H", "H", "H", "H", "H", "C", "C", "C", "N", "H", "H", "H", "H", "H", "H", "H", "H", "H"], "coordinates": [[-1.6574, -2.7345, 0.8315], [-1.6275, -3.4414, -0.2814], [-0.8074, -0.8290, 1.9927], [-1.1097, -1.4141, 0.8973], [-2.0461, -3.0665, 1.7822], [-1.1541, -3.0897, -1.1880], [-2.0412, -4.4377, -0.2237], [-0.3377, 0.1414, 1.9781], [-1.0011, -1.4031, 2.8906], [-0.8077, -0.9595, 0.0335], [0.6488, 1.5978, 0.1345], [1.1989, 1.9567, -1.2471], [1.4755, 0.7078, -2.0869], [0.6722, 2.7341, 1.0278], [1.2986, 0.7746, 0.4615], [-0.3560, 1.1515, -0.0130], [2.1242, 2.5109, -1.0828], [0.5120, 2.6329, -1.7594], [0.5516, 0.1513, -2.2567], [2.2323, 0.0866, -1.6061], [1.9012, 1.0065, -3.0405], [0.3631, 2.4972, 1.9720], [-0.0324, 3.4261, 0.7838]], "forces_ev_per_a": [[0.05, 0.33, -0.07], [0.06, -0.08, 0.40], [-0.22, -0.70, -0.21], [0.72, 0.10, 0.20], [-0.11, -0.10, -0.03], [-0.17, -0.02, -0.11], [0.04, -0.04, -0.31], [-0.01, 0.08, 0.02], [-0.06, 0.38, 0.25], [-0.28, 0.01, -0.10], [0.10, -0.29, -0.90], [0.03, -0.06, 0.17], [0.08, 0.64, 0.19], [-0.63, 0.03, 0.93], [0.04, 0.29, 0.57], [-0.13, 0.08, -0.02], [0.00, 0.00, -0.04], [-0.02, -0.02, -0.04], [0.08, -0.18, -0.12], [-0.14, -0.17, 0.08], [-0.16, -0.12, -0.22], [0.48, -0.19, -0.08], [0.26, 0.02, -0.56]], "mulliken_charge": [0.1847, -0.7770, 0.1030, 0.0787, 0.3066, 0.2800, 0.2716, 0.1319, 0.2574, 0.1133, -0.3992, -0.3999, -1.1872, -0.6573, 0.4484, 0.1425, 0.3523, 0.3323, 0.2490, 0.3356, 0.3521, 0.2313, 0.2500]}

=====

What is the formula in the second record?
C6H15N2